{
  "formula": "C13H44F3Hf2N2O22S3",
  "method": "the ωB97M-V functional and the def2-TZVPD basis",
  "species": ["Hf", "Hf", "S", "O", "O", "O", "O", "S", "O", "O", "O", "O", "C", "F", "F", "F", "S", "O", "O", "O", "C", "O", "C", "C", "N", "C", "C", "O", "C", "H", "H", "H", "H", "H", "H", "H", "H", "H", "H", "H", "H", "H", "H", "H", "C", "O", "C", "C", "N", "C", "C", "O", "C", "H", "H", "H", "H", "H", "H", "H", "H", "H", "H", "H", "H", "H", "H", "H", "O", "H", "H", "O", "H", "H", "O", "H", "H", "O", "H", "H", "O", "H", "H", "O", "H", "H", "O", "H", "H"],
  "positions_angstrom": [[-8.640761, 23.495627, -6.876544], [-6.803087, 28.197004, -4.248123], [-5.891314, 24.678659, -4.574959], [-5.999731, 26.150084, -4.523644], [-4.591273, 24.217952, -5.001746], [-6.166687, 24.309955, -3.171793], [-6.869247, 24.227696, -5.572149], [-9.518107, 26.272351, -5.739826], [-10.828220, 26.872404, -5.854974], [-8.996115, 25.840704, -7.000849], [-8.585789, 27.094597, -4.944238], [-9.481454, 24.907792, -5.257541], [-6.423386, 28.861502, -9.165952], [-6.394132, 28.283725, -10.302486], [-5.655439, 29.925117, -9.221495], [-7.671919, 29.112953, -8.706381], [-5.720180, 27.633271, -7.812546], [-4.221874, 27.750248, -7.838990], [-6.326315, 28.027849, -6.545694], [-6.227110, 26.327686, -8.305906], [-2.537942, 30.956275, -1.836261], [-2.811147, 29.639961, -1.433918], [-1.710315, 28.772605, -1.564011], [-2.071267, 27.329195, -1.001365], [-3.166042, 26.765686, -1.827752], [-3.285564, 25.373954, -1.546277], [-4.158333, 25.046796, -0.240531], [-4.199071, 23.656434, -0.026700], [-2.940873, 23.224544, 0.542399], [-3.416854, 31.551273, -1.588083], [-2.491750, 31.043026, -2.921825], [-1.634570, 31.499661, -1.559217], [-0.976824, 29.166717, -0.860612], [-1.292869, 28.792661, -2.570700], [-2.323391, 27.330976, 0.059081], [-1.168924, 26.717747, -1.000289], [-2.773116, 26.900678, -2.748347], [-2.360913, 24.804897, -1.642628], [-3.882691, 24.996384, -2.376333], [-5.202359, 25.357981, -0.276030], [-3.825588, 25.660769, 0.596368], [-2.678987, 23.786193, 1.439094], [-2.136146, 23.342749, -0.183221], [-2.932684, 22.144720, 0.690784], [-5.106122, 19.520912, 0.225636], [-5.678869, 19.605386, -1.022868], [-5.040383, 20.554503, -1.870017], [-6.146259, 20.848569, -3.022817], [-5.565094, 21.345550, -4.255001], [-4.531473, 20.550474, -4.903678], [-5.046402, 19.135330, -5.367819], [-5.715488, 19.212816, -6.614475], [-6.044468, 17.918562, -7.248578], [-5.886590, 19.048492, 0.822120], [-4.992698, 20.511265, 0.666597], [-4.142724, 19.011601, 0.201931], [-4.122291, 20.049023, -2.169513], [-4.799426, 21.511185, -1.406556], [-6.925662, 21.527443, -2.676765], [-6.668709, 19.927811, -3.282333], [-5.286716, 22.315451, -4.211704], [-3.691126, 20.474086, -4.213685], [-4.052656, 21.030904, -5.756917], [-5.712511, 18.602117, -4.689527], [-4.210133, 18.443684, -5.469711], [-5.096132, 17.525415, -7.614939], [-6.633316, 18.144090, -8.137678], [-6.530788, 17.286103, -6.505892], [-3.693398, 22.988133, -6.965151], [-3.149881, 23.687083, -7.328864], [-3.930793, 23.298752, -6.091423], [-2.522938, 25.860325, -4.584108], [-3.145331, 25.178829, -4.837914], [-1.755767, 25.380499, -4.271929], [-7.417454, 26.648185, -2.442090], [-7.192607, 25.722458, -2.535422], [-7.541213, 26.771382, -1.500962], [-8.234311, 21.926237, -5.090126], [-7.362540, 21.777005, -4.724085], [-8.835248, 21.611462, -4.414828], [-6.861400, 23.632153, -0.874122], [-6.021957, 23.329597, -0.527670], [-6.683025, 23.834722, -1.792481], [-6.420788, 22.162206, -7.295908], [-5.513947, 22.456076, -7.209267], [-6.374476, 21.412578, -7.889341], [-4.449974, 28.255899, -4.825155], [-3.728178, 28.847359, -4.612035], [-4.023566, 27.431663, -5.059753]],
  "forces_ev_per_a": [[4.628, 5.134, 6.355], [2.088, -8.158, -5.020], [0.960, -0.397, 2.612], [-0.201, 4.258, -0.565], [-0.857, 0.712, 0.855], [-0.363, -0.395, -2.627], [-3.024, -1.393, -2.496], [-5.795, 3.010, -0.214], [2.662, -0.786, 0.782], [3.545, -1.653, -7.488], [2.731, 2.452, 1.495], [-0.522, -7.085, 3.878], [0.572, 0.011, 2.357], [-0.598, -0.861, -0.907], [-0.519, 0.291, 0.540], [0.641, 0.262, -0.807], [4.832, -2.789, -6.095], [-3.960, -0.002, 0.911], [-3.027, 2.014, 5.879], [0.183, 1.640, 1.589], [-0.916, 1.019, -1.212], [-0.329, -0.276, -0.113], [-0.013, -0.848, 2.400], [-0.202, 1.917, -0.708], [1.385, 1.055, 1.118], [-2.614, -1.045, -0.279], [0.668, 1.082, -1.230], [1.079, -0.411, 0.777], [0.246, -0.351, -0.702], [0.179, 0.059, 0.440], [0.048, -0.364, -0.602], [0.199, -0.640, 0.999], [0.650, -0.119, -0.277], [-0.011, -0.340, -0.278], [-0.377, 0.596, -0.067], [0.259, -0.183, -0.573], [-0.488, -0.463, -0.460], [0.357, 0.054, 0.711], [-0.193, -0.435, -0.013], [0.002, 0.086, -0.900], [0.648, -0.567, 0.440], [-0.253, -0.209, 0.109], [0.052, 0.387, -0.050], [-0.527, 0.071, 0.481], [-1.917, 0.031, 2.095], [1.164, 1.046, -0.958], [-2.782, 0.359, -1.406], [1.534, -0.887, -0.247], [-1.040, 0.917, -0.388], [-0.451, -1.825, -0.220], [0.409, -0.166, -0.537], [-0.624, 0.611, -0.505], [1.179, 1.294, 0.534], [0.615, -0.693, 0.237], [0.522, 0.435, -0.196], [0.265, -0.314, -0.115], [0.162, -0.147, -0.723], [0.261, -0.180, 0.782], [0.448, 0.294, 0.551], [0.261, -0.335, 0.360], [0.249, -0.130, 0.440], [0.199, -0.606, 0.245], [-0.570, 0.290, -0.148], [-0.137, 0.353, 0.654], [0.484, 0.203, 0.014], [-0.095, -0.496, 0.218], [-0.286, -0.054, 0.390], [-0.092, -0.185, -0.346], [-0.443, -0.982, -0.545], [0.209, 0.174, -0.518], [0.210, 0.111, 0.003], [-0.100, 0.592, -0.179], [-0.100, -0.231, -0.029], [0.510, 0.071, 0.005], [-0.090, 2.764, -0.780], [0.697, -1.211, -0.522], [-0.187, 0.378, 0.786], [-2.675, 1.359, -2.230], [2.689, -0.286, -0.182], [-0.897, -0.113, 0.273], [-1.013, -0.292, 0.320], [0.496, 0.108, 0.479], [0.049, -0.318, 0.303], [-3.515, 0.755, -0.125], [1.763, 1.149, 0.079], [0.042, -0.884, -0.293], [-2.007, 1.038, 1.350], [0.436, 0.726, 0.342], [0.340, -1.060, -0.312]],
  "lowdin_charge": [2.46, 2.40, 0.41, -0.41, -0.27, -0.29, -0.39, 0.34, -0.13, -0.34, -0.39, -0.37, -0.65, 0.24, 0.20, 0.13, 0.62, -0.28, -0.46, -0.33, -0.12, -0.21, -0.19, -0.15, -0.06, -0.21, -0.18, -0.24, -0.05, 0.09, 0.07, 0.11, 0.13, 0.12, 0.12, 0.12, 0.05, 0.11, 0.08, 0.11, 0.12, 0.11, 0.08, 0.08, 0.03, 0.09, -0.04, -0.13, -0.07, -0.12, -0.19, -0.24, -0.02, 0.14, 0.13, 0.17, 0.17, 0.13, 0.11, 0.12, 0.07, 0.12, 0.11, 0.11, 0.13, 0.10, 0.09, 0.10, -0.03, 0.08, -0.04, -0.02, -0.01, 0.08, -0.05, 0.03, 0.12, -0.06, 0.01, 0.12, -0.05, 0.00, -0.07, -0.05, 0.03, 0.09, -0.07, 0.11, 0.05],
  "homo_energy_ev": [-17.55, -17.55],
  "energy_ev": -105442.33076,
  "total_charge": 4,
  "spin_multiplicity": 2,
  "largest_force_ev_per_a": 9.804
}

{
  "formula": "C36H36BrCoIN5O2SeSi",
  "method": "the ωB97M-V functional and the def2-TZVPD basis",
  "species": ["Co", "C", "O", "C", "N", "C", "C", "C", "C", "C", "C", "C", "C", "C", "C", "C", "C", "N", "C", "N", "C", "C", "O", "C", "C", "C", "C", "C", "C", "H", "H", "H", "H", "H", "H", "H", "H", "H", "H", "H", "H", "H", "H", "H", "H", "H", "H", "H", "I", "C", "C", "C", "C", "N", "C", "H", "H", "H", "H", "C", "Si", "C", "C", "Se", "H", "H", "H", "H", "H", "H", "H", "H", "H", "Br", "C", "C", "C", "N", "C", "C", "H", "H", "H", "H"],
  "positions_angstrom": [[0.226763, 0.952658, -0.039689], [-2.454099, 3.506319, -2.548929], [-2.530155, 3.816837, -1.129209], [-1.723967, 2.964841, -0.532526], [-1.130310, 2.058299, -1.226860], [-1.706521, 2.163760, -2.603498], [-0.781481, 2.041064, -3.789871], [0.471649, 1.453908, -3.720015], [1.244816, 1.293201, -4.863330], [0.767635, 1.717942, -6.093372], [-0.490366, 2.299384, -6.174145], [-1.260570, 2.453896, -5.032551], [-1.594970, 2.983903, 0.928898], [-2.393836, 3.636078, 1.835373], [-2.181568, 3.364745, 3.194742], [-1.220772, 2.448964, 3.575521], [-0.470345, 1.847291, 2.573315], [-0.634734, 2.143485, 1.298087], [0.601735, 0.848232, 2.708038], [1.196898, 0.426930, 1.647668], [2.285371, -0.472952, 2.089645], [2.090082, -0.506872, 3.624091], [1.029711, 0.462796, 3.884711], [2.272557, -1.857873, 1.488782], [3.455208, -2.595331, 1.491710], [3.480103, -3.882264, 0.976205], [2.320844, -4.441488, 0.452184], [1.140066, -3.713462, 0.460863], [1.110455, -2.425544, 0.984527], [-1.910387, 4.308879, -3.045612], [-3.470642, 3.458271, -2.925668], [-2.437368, 1.350959, -2.683099], [0.838804, 1.111366, -2.771278], [2.219211, 0.824928, -4.790904], [1.369199, 1.596753, -6.984363], [-0.875329, 2.629883, -7.129782], [-2.247572, 2.896249, -5.117742], [-3.158419, 4.320958, 1.497988], [-2.796172, 3.845946, 3.942458], [-1.064688, 2.168279, 4.606853], [3.226747, 0.016985, 1.825853], [2.967615, -0.197047, 4.184022], [1.745198, -1.475844, 3.973501], [4.363988, -2.159313, 1.894785], [4.402811, -4.447792, 0.980629], [2.337910, -5.447833, 0.054520], [0.228010, -4.149873, 0.071606], [0.174704, -1.881973, 1.034943], [-4.452268, -1.811527, -1.841207], [-2.390442, -1.716907, -1.987891], [-1.685520, -2.468290, -2.913028], [-0.306264, -2.336936, -2.949332], [0.305116, -1.453153, -2.084698], [-0.370797, -0.719639, -1.194277], [-1.703464, -0.863540, -1.140769], [-2.199223, -3.137779, -3.589991], [0.290794, -2.912911, -3.642371], [1.379165, -1.333936, -2.098829], [-2.235674, -0.299128, -0.387638], [-3.345786, -3.609373, 3.215215], [-2.354733, -2.171073, 3.864545], [-3.269104, -1.296990, 5.236941], [-0.678487, -2.759253, 4.464541], [-2.055197, -0.708433, 2.181354], [-3.615957, -4.312040, 4.010566], [-2.773753, -4.153632, 2.460725], [-4.265348, -3.247872, 2.752124], [-3.596613, -1.986785, 6.021599], [-4.151237, -0.800749, 4.829463], [-2.631558, -0.539602, 5.699544], [-0.755487, -3.668381, 5.069720], [-0.207634, -1.989551, 5.082433], [-0.034143, -2.976290, 3.609044], [5.891398, 2.346687, -3.315957], [4.367441, 1.989209, -2.294803], [4.125358, 0.706313, -1.829918], [2.967055, 0.481799, -1.110572], [2.075822, 1.444030, -0.845482], [2.346396, 2.683625, -1.267196], [3.472610, 3.004231, -1.998921], [4.816325, -0.101951, -2.022424], [2.742887, -0.504141, -0.718308], [1.621823, 3.447321, -1.012916], [3.642669, 4.018134, -2.330359]],
  "forces_ev_per_a": [[-0.689, 0.040, 0.351], [-0.059, 0.045, -0.008], [-0.144, -0.064, -0.122], [-0.064, -0.112, -0.020], [0.359, 0.417, -0.279], [-0.010, -0.202, 0.183], [-0.009, -0.036, -0.026], [-0.042, 0.030, -0.079], [-0.030, 0.006, -0.002], [0.030, 0.005, 0.037], [-0.016, 0.010, -0.004], [0.005, 0.059, 0.001], [-0.024, 0.002, -0.190], [-0.010, 0.075, 0.142], [0.061, -0.019, -0.104], [0.015, 0.159, 0.020], [0.002, -0.312, 0.127], [0.354, 0.213, -0.011], [-0.180, -0.142, -0.110], [-0.022, -0.583, 0.103], [-0.100, 0.117, -0.037], [-0.006, 0.065, 0.025], [0.238, 0.015, 0.068], [0.034, 0.050, -0.103], [0.034, 0.037, -0.101], [0.002, 0.009, 0.001], [-0.019, 0.009, 0.014], [0.024, 0.019, 0.034], [0.013, -0.096, 0.048], [0.042, 0.027, 0.056], [-0.014, 0.016, -0.011], [0.007, -0.036, 0.060], [0.035, -0.057, 0.062], [0.004, 0.022, 0.005], [-0.009, -0.007, 0.005], [-0.001, -0.005, 0.008], [0.020, -0.014, -0.016], [-0.020, -0.029, 0.026], [-0.001, 0.009, -0.007], [-0.011, 0.013, 0.000], [0.075, -0.061, 0.076], [-0.007, 0.046, 0.014], [-0.064, -0.006, 0.000], [-0.007, 0.000, -0.021], [-0.009, 0.001, 0.013], [0.002, 0.008, -0.011], [-0.001, -0.003, 0.016], [-0.052, 0.021, 0.054], [-0.114, -0.013, 0.007], [0.071, -0.015, 0.009], [0.012, -0.003, -0.008], [-0.021, -0.066, -0.036], [0.034, 0.006, 0.153], [0.037, 0.002, -0.152], [0.136, -0.071, -0.094], [0.008, -0.009, 0.010], [-0.003, 0.021, -0.007], [-0.005, 0.005, -0.032], [0.012, 0.028, -0.021], [-0.088, -0.220, 0.144], [0.062, 0.308, -0.439], [-0.078, -0.113, 0.231], [0.029, -0.164, 0.193], [0.054, 0.224, 0.047], [0.018, 0.017, -0.045], [-0.025, 0.016, -0.020], [0.010, -0.014, -0.019], [0.029, 0.036, -0.018], [0.003, 0.007, 0.016], [-0.025, 0.016, -0.022], [0.009, 0.048, -0.009], [0.010, -0.002, -0.041], [-0.007, -0.025, 0.023], [0.106, 0.024, -0.062], [-0.045, -0.005, 0.018], [-0.017, -0.049, 0.026], [0.027, 0.068, 0.095], [0.061, 0.178, -0.260], [0.000, -0.017, 0.029], [-0.003, 0.034, 0.059], [-0.009, 0.002, -0.003], [0.012, 0.005, -0.007], [-0.037, -0.017, -0.052], [-0.001, -0.005, 0.000]],
  "lowdin_charge": [0.60, -0.04, 0.07, -0.29, 0.13, -0.20, -0.17, -0.05, -0.06, -0.07, -0.06, -0.03, -0.16, 0.05, 0.01, 0.02, -0.25, 0.07, -0.38, 0.08, -0.21, -0.02, 0.06, -0.21, -0.04, -0.07, -0.07, -0.06, -0.07, 0.14, 0.14, 0.15, 0.06, 0.11, 0.11, 0.11, 0.12, 0.13, 0.13, 0.14, 0.14, 0.14, 0.11, 0.12, 0.11, 0.11, 0.11, 0.03, 0.94, -0.72, -0.10, -0.03, -0.13, 0.02, -0.27, 0.11, 0.12, 0.10, -0.01, -0.24, 0.07, -0.24, -0.22, 0.42, 0.03, 0.02, 0.02, 0.03, 0.02, 0.02, 0.03, 0.02, 0.01, 0.83, -0.69, -0.07, -0.12, -0.01, -0.10, -0.08, 0.12, 0.10, 0.12, 0.12],
  "homo_energy_ev": [-8.91, -8.90],
  "energy_ev": -238452.98335,
  "total_charge": 1,
  "de_lowest_kj_mol": 67.7,
  "spin_multiplicity": 2,
  "largest_force_ev_per_a": 0.774
}